<P>
A cluster of 2 separate species, C2H9BNO2 in total, computed with ωB97M-V with the def2-TZVPD basis set.

Calculated values
* total charge: +1

Last columns: bonded neighbours and bond lengths (Å).
Positions of all 15 atoms, in Å:
1 B 1.42272 0.02535 0.02738  C3 1.510, O5 1.329, O6 1.370
2 C -2.03487 0.12619 0.77017  N4 1.474, H7 1.035, H8 1.138, H9 1.078
3 C 0.09209 0.62697 -0.35712  B1 1.510, N4 1.400, H11 1.114
4 N -1.05533 -0.17301 -0.28930  C2 1.474, C3 1.400, H12 0.960, H13 1.028
5 O 2.38262 0.87419 0.38059  B1 1.329, H14 0.929
6 O 1.53982 -1.30754 -0.26475  B1 1.370, H15 1.016
7 H -2.64531 0.95852 0.70012  C2 1.035
8 H -2.61367 -0.76626 1.17511  C2 1.138
9 H -1.45471 0.39684 1.63759  C2 1.078
10 H 1.33751 -0.01679 -2.91467  no bonds
11 H 0.01916 1.73879 -0.37041  C3 1.114
12 H -0.83237 -1.10083 -0.18669  N4 0.960
13 H -1.70580 -0.16389 -1.08493  N4 1.028
14 H 3.22591 0.63015 0.68489  O5 0.929
15 H 2.32224 -1.84866 0.09200  O6 1.016


<Q>
The ion C2H9BNO2 with charge +1, computed with ωB97M-V with the def2-TZVPD basis set.

Calculated values
* total charge: +1
* SMILES: [NH3+]CCB(O)O

Last columns: bonded neighbours and bond lengths (Å).
Positions of all 15 atoms, in Å:
1 N -0.89398 0.47409 -1.63950  C2 1.468, H7 1.056, H8 1.016, H9 1.019
2 C -0.47119 0.55894 -0.23647  N1 1.468, C3 1.557, H10 1.073, H11 1.071
3 C 0.12716 -0.78654 0.26947  C2 1.557, B4 1.615, H12 1.038, H13 1.051
4 B 1.08483 -0.55648 1.54992  C3 1.615, O5 1.294, O6 1.353
5 O 1.59064 -1.51815 2.25268  B4 1.294, H14 0.924
6 O 1.14727 0.75537 1.87510  B4 1.353, H15 0.996
7 H -1.63978 1.19896 -1.82035  N1 1.056
8 H -1.49103 -0.33222 -1.79671  N1 1.016
9 H -0.04584 0.33026 -2.18545  N1 1.019
10 H -1.43529 0.79330 0.17209  C2 1.073
11 H 0.25489 1.34494 -0.18822  C2 1.071
12 H 0.72395 -0.98257 -0.55706  C3 1.038
13 H -0.47218 -1.64771 0.32666  C3 1.051
14 H 2.27772 -1.29302 2.82840  O5 0.924
15 H 1.74364 0.85764 2.66636  O6 0.996


The least stable of them is <P>.


<P>
The molecule C3H4ClNO, computed with ωB97M-V with the def2-TZVPD basis set.

Calculated values
* total charge: 0
* SMILES: N#C[C@@H](Cl)CO

Last columns: bonded neighbours and bond lengths (Å).
Positions of all 10 atoms, in Å:
1 N 2.60865 -0.87284 -0.06604  C2 1.190
2 C 1.50526 -0.45372 0.08606  N1 1.190, C3 1.427
3 C 0.13464 -0.15146 0.34090  C2 1.427, Cl4 1.873, C5 1.501, H7 1.137
4 Cl -0.16472 1.65006 -0.07527  C3 1.873
5 C -0.82151 -1.08866 -0.33714  C3 1.501, O6 1.359, H8 1.039, H9 1.109
6 O -2.08414 -1.04462 0.16274  C5 1.359, H10 0.967
7 H -0.09069 -0.15279 1.45583  C3 1.137
8 H -0.70253 -0.96800 -1.36213  C5 1.039
9 H -0.34739 -2.07260 -0.14633  C5 1.109
10 H -2.55693 -0.22771 -0.04632  O6 0.967


<Q>
The molecule C3H4ClNO, computed with ωB97M-V with the def2-TZVPD basis set.

Calculated values
* total charge: 0
* SMILES: [H]/N=C1\O[C@@H]1CCl

Last columns: bonded neighbours and bond lengths (Å).
Positions of all 10 atoms, in Å:
1 H 1.79092 -2.34254 1.69144  N2 1.125
2 N 0.77423 -1.88514 1.54305  H1 1.125, C3 1.199
3 C 0.63752 -1.21765 0.55664  N2 1.199, O4 1.317, C5 1.536
4 O 1.20752 -0.64579 -0.48388  C3 1.317, C5 1.492
5 C -0.25378 -0.36992 -0.36339  C3 1.536, O4 1.492, C6 1.573, H8 1.037
6 C -0.65331 1.13678 -0.15069  C5 1.573, Cl7 1.772, H9 1.062, H10 1.102
7 Cl -2.27272 1.10666 0.56912  C6 1.772
8 H -0.83312 -1.04029 -0.90231  C5 1.037
9 H -0.56600 1.62994 -1.08759  C6 1.062
10 H -0.02436 1.73464 0.52793  C6 1.102


The least stable of them is <Q>.